{"formula": "C4H8O2", "method": "the ωB97M-V functional and the def2-TZVPD basis", "energy_ha": -307.61945, "e_homo_ha": -0.3674, "lumo_ev": 0.844, "molar_mass_g_mol": 88.11, "multiplicity": 1, "smiles": "O[C@H]1CCOC1", "e_above_lowest_kcal_mol": 58.3, "gap_ev": 10.840, "species": ["O", "C", "C", "C", "O", "C", "H", "H", "H", "H", "H", "H", "H", "H"], "xyz": [[0.802179, 0.305427, -1.951415], [0.539794, -0.272262, -0.696392], [0.189440, 0.897850, 0.175147], [-0.327018, 0.185828, 1.475440], [-0.653025, -1.151283, 1.043192], [-0.659647, -1.174242, -0.383859], [1.206748, 1.178651, -1.629768], [1.422997, -0.807395, -0.300040], [-0.646442, 1.433325, -0.287352], [1.089976, 1.640549, -0.125441], [-1.242588, 0.634305, 1.892223], [0.413197, 0.111214, 2.274370], [-0.528096, -2.205372, -0.705919], [-1.607514, -0.776598, -0.780187]], "atomic_forces_ev_per_a": [[0.6696, 0.9890, 0.0062], [-0.3249, -0.0171, 0.4875], [0.8426, 1.0530, -0.1005], [0.4306, 0.6144, -0.0268], [0.1635, 0.3125, -0.2432], [0.1760, -0.0884, -0.5401], [-0.6973, -1.7639, -1.6737], [-0.1517, 0.1993, -0.1689], [-0.0786, -0.2819, -0.0521], [-1.5283, -1.0911, 2.6338], [0.3596, 0.1307, -0.2450], [-0.0086, -0.0155, -0.0934], [-0.0865, -0.0289, 0.0782], [0.2339, -0.0122, -0.0618]], "mulliken_charge": [-0.51, 0.27, -0.64, -0.42, -0.37, -0.52, 0.30, 0.23, 0.34, 0.20, 0.27, 0.26, 0.32, 0.27]}